1.
ORCA calculation (the ωB97M-V functional and the def2-TZVPD basis) on a molecular structure, C34H25ClNO2P2S5Zr in a non-equilibrium geometry.

Atoms and positions in Å:
1 Zr 0.89 -0.90 -1.98
2 N -0.54 0.38 0.77
3 P 0.00 1.35 -0.52
4 C 1.30 2.22 0.27
5 C 1.72 2.05 1.59
6 C 2.63 2.87 2.21
7 C 3.08 4.01 1.55
8 C 2.63 4.24 0.25
9 C 1.76 3.39 -0.36
10 C -1.29 2.55 -1.10
11 C -1.46 3.74 -0.51
12 C -2.50 4.56 -0.91
13 C -3.48 4.04 -1.71
14 C -3.33 2.81 -2.30
15 C -2.17 2.07 -2.07
16 P -0.91 -1.13 0.11
17 C -0.45 -2.27 1.49
18 C 0.77 -2.96 1.39
19 C 1.30 -3.60 2.52
20 C 0.62 -3.49 3.75
21 C -0.65 -2.93 3.84
22 C -1.20 -2.36 2.71
23 C -2.76 -1.46 0.07
24 C -3.31 -2.75 0.34
25 C -4.64 -2.99 0.39
26 C -5.41 -1.87 0.22
27 C -4.95 -0.61 -0.22
28 C -3.60 -0.42 -0.30
29 H -1.10 0.71 1.56
30 H 1.45 1.19 2.13
31 H 2.97 2.62 3.23
32 H 3.76 4.60 2.10
33 H 2.97 5.10 -0.32
34 H 1.49 3.61 -1.44
35 H -0.79 4.00 0.30
36 H -2.60 5.53 -0.38
37 H -4.37 4.65 -1.99
38 H -4.12 2.50 -3.03
39 H -2.04 1.18 -2.70
40 H 1.39 -2.97 0.44
41 H 2.15 -4.24 2.35
42 H 1.09 -4.00 4.56
43 H -1.34 -2.91 4.70
44 H -2.15 -1.75 2.74
45 H -2.62 -3.56 0.49
46 H -4.99 -4.02 0.50
47 H -6.52 -2.03 0.18
48 H -5.67 0.17 -0.56
49 H -3.14 0.52 -0.52
50 S -4.57 -3.38 -2.81
51 C -3.04 -2.88 -3.01
52 S -1.68 -3.91 -2.74
53 C -0.43 -2.84 -3.21
54 C -0.81 -1.63 -3.76
55 S 0.14 -0.27 -4.34
56 S -2.57 -1.33 -3.68
57 S 1.15 -3.22 -2.70
58 Cl 7.45 0.01 1.43
59 C 5.83 -0.03 0.89
60 C 4.90 -0.62 1.78
61 C 3.60 -0.81 1.41
62 C 3.25 -0.51 0.10
63 O 2.03 -0.88 -0.38
64 C 4.10 0.12 -0.75
65 C 3.79 0.40 -2.12
66 O 2.77 0.07 -2.81
67 C 5.42 0.42 -0.34
68 H 5.14 -0.75 2.82
69 H 2.85 -1.12 2.09
70 H 4.61 0.85 -2.70
71 H 6.18 0.87 -1.01

Results
LUMO energy: -0.1465 hartree
Highest occupied orbital energy: -10.35 eV
Spin multiplicity: 1
DFT total energy: -4696.6790 Eh
Charge: +1

2.
ORCA calculation (the ωB97M-V functional and the def2-TZVPD basis) on a molecular structure, C34H25IN5O5Pt.

Atoms and positions in Å:
1 Pt 1.90 0.29 -0.56
2 O 1.91 -3.97 0.85
3 C 3.23 -4.03 1.14
4 C 3.72 -5.23 1.64
5 C 5.06 -5.37 1.95
6 C 5.93 -4.30 1.77
7 C 5.45 -3.10 1.27
8 C 4.10 -2.94 0.95
9 C 3.61 -1.65 0.41
10 O 2.32 -1.54 0.20
11 N 4.47 -0.71 0.17
12 N 3.83 0.42 -0.32
13 C 4.54 1.46 -0.57
14 C 4.02 2.71 -1.06
15 C 4.96 3.75 -1.23
16 C 4.61 5.00 -1.67
17 C 3.26 5.25 -1.96
18 C 2.32 4.27 -1.82
19 C 2.64 2.96 -1.36
20 O 1.66 2.11 -1.29
21 H 1.73 -3.05 0.54
22 H 3.02 -6.05 1.77
23 H 5.42 -6.31 2.34
24 H 6.98 -4.40 2.01
25 H 6.10 -2.26 1.12
26 H 5.61 1.37 -0.39
27 H 5.99 3.53 -0.99
28 H 5.36 5.77 -1.79
29 H 2.96 6.23 -2.31
30 H 1.28 4.45 -2.04
31 I -3.23 3.72 -3.21
32 C -2.55 3.64 -1.24
33 C -3.38 4.05 -0.20
34 C -2.91 3.92 1.09
35 C -1.64 3.39 1.29
36 N -0.84 3.03 0.29
37 C -1.29 3.14 -0.95
38 H -4.37 4.44 -0.40
39 H -3.53 4.19 1.94
40 H -1.25 3.24 2.29
41 H -0.62 2.80 -1.73
42 O -0.23 -0.32 -3.08
43 C -0.74 -0.27 -1.98
44 N -2.11 -0.48 -1.75
45 C -2.34 -0.66 -0.33
46 C -0.99 -0.16 0.25
47 O -0.78 -0.01 1.44
48 N -0.12 0.01 -0.78
49 C -2.50 -2.15 -0.01
50 C -1.41 -2.94 0.35
51 C -1.56 -4.31 0.53
52 C -2.80 -4.91 0.36
53 C -3.89 -4.13 0.02
54 C -3.75 -2.76 -0.16
55 C -3.52 0.14 0.19
56 C -4.39 0.77 -0.68
57 C -5.52 1.43 -0.20
58 C -5.77 1.47 1.17
59 C -4.89 0.84 2.04
60 C -3.78 0.18 1.56
61 H -2.55 -1.10 -2.40
62 H -0.44 -2.49 0.51
63 H -0.69 -4.90 0.80
64 H -2.91 -5.97 0.50
65 H -4.87 -4.58 -0.11
66 H -4.61 -2.15 -0.42
67 H -4.19 0.76 -1.74
68 H -6.19 1.92 -0.89
69 H -6.65 1.98 1.54
70 H -5.08 0.87 3.11
71 H -3.09 -0.31 2.24

Results
LUMO energy: 0.0788 hartree
Energy above the lowest of the compared OMol25 structures with the same formula, charge and spin: 3.10 kJ/mol
Highest occupied orbital energy: -5.01 eV
Spin multiplicity: 1
DFT total energy: -2377.8427 Eh
Charge: -1

3.
ORCA calculation (the ωB97M-V functional and the def2-TZVPD basis) on a molecular structure, C34H26BrN5O2PdS3.

Atoms and positions in Å:
1 Pd 0.89 -0.60 -0.46
2 C 2.15 2.40 1.75
3 O 0.82 1.95 1.67
4 C -0.12 2.83 1.28
5 C 0.03 4.20 1.36
6 C -1.05 5.01 1.03
7 Br -0.82 6.91 1.16
8 C -2.25 4.50 0.66
9 C -2.41 3.11 0.55
10 C -1.34 2.25 0.83
11 O -1.48 0.92 0.72
12 C -3.73 2.64 0.14
13 N -4.74 3.44 -0.11
14 C -5.79 2.62 -0.43
15 C -7.10 2.93 -0.78
16 C -7.97 1.89 -1.05
17 C -7.56 0.55 -0.98
18 C -6.26 0.22 -0.64
19 C -5.38 1.27 -0.37
20 N -4.06 1.32 0.00
21 H 2.29 3.04 2.63
22 H 2.43 2.94 0.84
23 H 2.76 1.51 1.82
24 H 0.97 4.63 1.68
25 H -3.09 5.13 0.42
26 H -0.60 0.37 0.44
27 H -7.42 3.96 -0.83
28 H -9.00 2.11 -1.32
29 H -8.27 -0.23 -1.20
30 H -5.93 -0.80 -0.59
31 H -3.38 0.57 0.12
32 N -0.83 -3.03 -1.78
33 C -1.82 -3.08 -0.82
34 C -3.17 -3.12 -1.20
35 C -4.18 -3.23 -0.27
36 C -3.88 -3.29 1.09
37 C -2.54 -3.24 1.47
38 C -1.50 -3.15 0.56
39 C -0.10 -3.20 1.07
40 C 0.20 -4.32 1.86
41 C 1.44 -4.50 2.45
42 C 2.40 -3.51 2.26
43 C 2.10 -2.40 1.48
44 C 0.86 -2.19 0.82
45 H -1.15 -2.60 -2.64
46 H 0.00 -2.52 -1.45
47 H -3.40 -3.07 -2.26
48 H -5.21 -3.27 -0.60
49 H -4.66 -3.36 1.83
50 H -2.29 -3.27 2.52
51 H -0.57 -5.08 1.99
52 H 1.65 -5.38 3.04
53 H 3.38 -3.60 2.72
54 H 2.88 -1.64 1.38
55 S 6.47 1.23 -4.56
56 C 5.14 1.08 -3.54
57 S 3.53 1.44 -4.06
58 C 2.87 0.96 -2.49
59 N 3.81 0.59 -1.67
60 N 5.06 0.65 -2.27
61 C 6.11 0.16 -1.45
62 C 7.40 0.68 -1.51
63 C 8.38 0.17 -0.66
64 C 8.08 -0.83 0.25
65 C 6.79 -1.34 0.31
66 C 5.80 -0.84 -0.53
67 S 1.18 1.02 -2.20
68 H 7.63 1.46 -2.21
69 H 9.38 0.58 -0.71
70 H 8.85 -1.22 0.91
71 H 6.54 -2.12 1.01
72 H 4.79 -1.22 -0.49

Results
LUMO energy: 0.1419 hartree
Energy above the lowest of the compared OMol25 structures with the same formula, charge and spin: 0.00 kJ/mol
Highest occupied orbital energy: -1.01 eV
Spin multiplicity: 1
DFT total energy: -5632.0598 Eh
Charge: -2

4.
ORCA calculation (the ωB97M-V functional and the def2-TZVPD basis) on a molecular structure, C34H26Cl2CsIN10O4 in a non-equilibrium geometry.

Atoms and positions in Å:
1 Cs 0.50 0.58 0.16
2 Cl -5.34 3.96 -3.85
3 C -4.10 2.77 -3.57
4 C -3.47 2.72 -2.34
5 C -2.46 1.80 -2.07
6 N -1.69 1.88 -0.96
7 C -2.08 1.85 0.28
8 O -1.35 2.11 1.25
9 C -3.50 1.40 0.54
10 C -4.46 2.33 0.97
11 C -5.77 1.92 1.10
12 C -6.09 0.60 0.84
13 C -5.06 -0.26 0.47
14 N -3.81 0.13 0.31
15 C -2.12 0.85 -3.09
16 C -2.73 0.95 -4.33
17 C -3.71 1.91 -4.57
18 Cl -4.43 2.01 -6.16
19 N -1.30 -0.20 -2.77
20 C -0.35 -0.61 -3.55
21 O 0.09 -0.09 -4.61
22 C 0.27 -1.94 -3.16
23 C -0.35 -3.11 -3.60
24 C 0.27 -4.32 -3.38
25 C 1.49 -4.33 -2.72
26 C 2.02 -3.11 -2.32
27 N 1.43 -1.95 -2.54
28 H -3.76 3.41 -1.56
29 H -4.15 3.34 1.18
30 H -6.53 2.63 1.41
31 H -7.10 0.24 0.92
32 H -5.25 -1.31 0.31
33 H -2.44 0.28 -5.11
34 H -1.30 -3.05 -4.12
35 H -0.17 -5.24 -3.73
36 H 2.02 -5.25 -2.53
37 H 2.98 -3.06 -1.82
38 C -0.93 -2.76 4.85
39 C 0.19 -3.20 3.95
40 N 0.32 -4.48 3.72
41 C 1.30 -4.89 2.89
42 C 2.17 -4.03 2.26
43 C 3.26 -4.59 1.38
44 O 4.57 -4.31 1.85
45 C 2.09 -2.65 2.53
46 C 2.98 -1.72 1.89
47 N 3.42 -0.59 2.33
48 C 3.29 -0.17 3.62
49 C 3.61 -1.00 4.71
50 C 3.59 -0.52 6.01
51 C 3.28 0.80 6.26
52 C 3.02 1.66 5.20
53 C 3.05 1.18 3.91
54 I 2.75 2.54 2.32
55 C 1.04 -2.17 3.41
56 O 0.86 -0.96 3.67
57 H -1.28 -3.59 5.47
58 H -1.75 -2.40 4.24
59 H -0.60 -1.94 5.48
60 H 1.35 -5.96 2.75
61 H 3.15 -4.21 0.35
62 H 3.18 -5.68 1.35
63 H 4.62 -3.35 1.98
64 H 3.32 -1.95 0.88
65 H 3.85 -2.03 4.52
66 H 3.81 -1.19 6.83
67 H 3.24 1.18 7.27
68 H 2.79 2.70 5.37
69 N 2.33 0.85 -5.44
70 C 3.06 1.83 -4.89
71 N 3.57 2.79 -5.75
72 N 3.47 1.92 -3.67
73 C 3.24 1.14 -2.66
74 N 3.20 0.59 -1.65
75 H 2.03 1.00 -6.39
76 H 1.58 0.36 -4.90
77 H 3.02 3.00 -6.57
78 H 3.96 3.59 -5.28

Results
LUMO energy: 0.1418 hartree
Energy above the lowest of the compared OMol25 structures with the same formula, charge and spin: 185.53 kJ/mol
Highest occupied orbital energy: -2.30 eV
Spin multiplicity: 1
DFT total energy: -3398.1224 Eh
Charge: -2

5.
ORCA calculation (the ωB97M-V functional and the def2-TZVPD basis) on a molecular structure, C34H26Co2NO7P in a non-equilibrium geometry.

Atoms and positions in Å:
1 C -0.09 0.81 -4.93
2 C -0.23 2.23 -4.67
3 N -1.19 2.93 -5.34
4 O -1.25 4.19 -5.32
5 O -2.06 2.22 -5.93
6 H 0.90 0.48 -4.61
7 H -0.84 0.23 -4.36
8 H -0.22 0.59 -6.00
9 H 0.51 2.80 -4.10
10 O 0.19 4.42 0.39
11 C 0.31 3.95 1.44
12 Co 0.33 3.23 3.03
13 C 1.59 4.05 3.94
14 O 2.39 4.63 4.54
15 C -1.13 3.97 3.61
16 O -2.15 4.42 3.94
17 C -0.23 1.29 2.69
18 C -0.93 1.14 1.47
19 C -2.24 1.16 1.11
20 C -2.80 1.63 -0.12
21 C -4.19 1.92 -0.17
22 C -4.78 2.38 -1.33
23 C -3.99 2.56 -2.48
24 C -2.63 2.27 -2.44
25 C -2.03 1.81 -1.27
26 Co 0.86 0.97 1.32
27 C 1.26 1.54 -0.28
28 O 1.61 1.92 -1.33
29 C 2.42 1.25 2.08
30 O 3.46 1.46 2.55
31 P 1.03 -1.17 0.94
32 C 1.38 -1.59 -0.81
33 C 0.52 -2.35 -1.61
34 C 0.81 -2.55 -2.96
35 C 1.99 -2.04 -3.51
36 C 2.87 -1.29 -2.71
37 C 2.55 -1.06 -1.37
38 C 2.37 -1.98 1.90
39 C 3.33 -2.81 1.31
40 C 4.36 -3.35 2.10
41 C 4.40 -3.09 3.47
42 C 3.43 -2.27 4.06
43 C 2.43 -1.71 3.28
44 C -0.45 -2.15 1.35
45 C -0.49 -3.12 2.37
46 C -1.71 -3.67 2.77
47 C -2.90 -3.27 2.16
48 C -2.87 -2.34 1.12
49 C -1.65 -1.81 0.70
50 H -0.46 0.69 3.58
51 H -2.96 0.86 1.89
52 H -4.77 1.78 0.75
53 H -5.84 2.61 -1.35
54 H -4.43 2.93 -3.41
55 H -2.01 2.41 -3.32
56 H -0.96 1.59 -1.25
57 H -0.38 -2.79 -1.18
58 H 0.12 -3.12 -3.58
59 H 2.23 -2.21 -4.56
60 H 3.79 -0.88 -3.12
61 H 3.24 -0.47 -0.75
62 H 3.29 -3.04 0.25
63 H 5.12 -3.97 1.63
64 H 5.20 -3.52 4.09
65 H 3.45 -2.07 5.13
66 H 1.68 -1.05 3.73
67 H 0.44 -3.43 2.85
68 H -1.72 -4.41 3.58
69 H -3.85 -3.68 2.49
70 H -3.79 -2.01 0.63
71 H -1.63 -1.08 -0.11

Results
LUMO energy: 0.1421 hartree
Energy above the lowest of the compared OMol25 structures with the same formula, charge and spin: 0.00 kJ/mol
Highest occupied orbital energy: -0.91 eV
Spin multiplicity: 1
DFT total energy: -4999.3826 Eh
Charge: -2

6.
ORCA calculation (the ωB97M-V functional and the def2-TZVPD basis) on a molecular structure, C34H27AsN3O4Ru in a non-equilibrium geometry.

Atoms and positions in Å:
1 Ru 0.81 -0.41 -0.03
2 O 0.24 -1.64 1.42
3 C -0.92 -2.27 1.50
4 C -0.98 -3.44 2.28
5 C -2.18 -4.11 2.45
6 C -3.35 -3.64 1.88
7 C -3.31 -2.49 1.12
8 C -2.11 -1.79 0.91
9 C -2.17 -0.61 0.07
10 N -1.15 0.05 -0.32
11 N -1.38 1.10 -1.21
12 C -0.25 1.65 -1.56
13 O 0.91 1.31 -1.10
14 C -0.29 2.76 -2.55
15 C -1.50 3.20 -3.08
16 C -1.51 4.23 -4.01
17 C -0.32 4.82 -4.41
18 C 0.88 4.39 -3.88
19 C 0.90 3.36 -2.95
20 H -0.06 -3.80 2.72
21 H -2.19 -5.01 3.05
22 H -4.29 -4.17 2.02
23 H -4.21 -2.10 0.66
24 H -3.14 -0.29 -0.31
25 H -2.42 2.73 -2.76
26 H -2.45 4.56 -4.43
27 H -0.34 5.62 -5.14
28 H 1.81 4.85 -4.20
29 H 1.83 3.00 -2.54
30 N 1.38 0.75 1.60
31 C 2.83 1.01 1.51
32 C 3.56 -0.06 0.69
33 O 4.74 -0.23 0.84
34 O 2.80 -0.71 -0.16
35 H 0.86 1.62 1.65
36 H 1.14 0.19 2.42
37 H 3.29 1.09 2.50
38 H 2.98 1.96 0.99
39 C 3.28 -2.53 -5.71
40 C 2.01 -3.09 -5.74
41 C 1.16 -2.94 -4.65
42 C 1.59 -2.23 -3.54
43 C 2.86 -1.66 -3.51
44 C 3.71 -1.82 -4.59
45 As 0.51 -2.07 -1.96
46 C -1.25 -2.73 -2.40
47 C -2.26 -2.03 -3.05
48 C -3.49 -2.65 -3.22
49 C -3.70 -3.94 -2.74
50 C -2.68 -4.62 -2.09
51 C -1.44 -4.02 -1.91
52 C -0.29 -4.61 -1.19
53 C -0.24 -5.88 -0.63
54 C 0.90 -6.29 0.04
55 C 1.99 -5.44 0.16
56 C 1.96 -4.17 -0.40
57 C 0.82 -3.77 -1.08
58 H 3.94 -2.66 -6.56
59 H 1.68 -3.64 -6.61
60 H 0.17 -3.38 -4.67
61 H 3.19 -1.11 -2.63
62 H 4.70 -1.39 -4.57
63 H -2.10 -1.02 -3.41
64 H -4.29 -2.12 -3.73
65 H -4.66 -4.41 -2.87
66 H -2.87 -5.61 -1.70
67 H -1.09 -6.54 -0.70
68 H 0.94 -7.28 0.48
69 H 2.88 -5.77 0.69
70 H 2.81 -3.50 -0.30

Results
LUMO energy (spin up / spin down): 0.0034 / -0.0128 hartree
Energy above the lowest of the compared OMol25 structures with the same formula, charge and spin: 4.36 kJ/mol
Highest occupied orbital energy (spin up / spin down): -7.80 / -7.74 eV
⟨S²⟩: 0.754
Spin multiplicity: 2
DFT total energy: -4107.8218 Eh

> The lowest DFT total energy belongs to which entry?

C34H26BrN5O2PdS3